--- P ---
25
Properties=species:S:1:pos:R:3:lowdin_charge:R:1 method="wB97M-V/def2-TZVPD" multiplicity=1 e_lumo_ev=0.23 smiles="C=C1C=CC=C[C@H]1O/[N+]([O-])=C(/C)N" gap_ha=0.2939
C -0.6658 1.7201 0.5297 0.095
C -1.5725 0.6687 0.4247 -0.220
C -3.0169 0.9060 0.5338 -0.044
C -3.8553 -0.1263 0.2070 -0.086
C -3.3963 -1.4314 -0.2586 -0.082
C -2.0866 -1.6321 -0.4896 -0.024
C -1.0912 -0.7173 0.0799 -0.237
O 0.1966 -0.9120 -0.6080 -0.015
N 1.2719 -0.9146 0.2833 -0.259
O 1.1526 -1.2610 1.4927 -0.065
C 2.3107 -0.3601 -0.2251 -0.302
C 3.6581 -0.4494 0.4466 0.010
N 2.3337 -0.0482 -1.6375 0.119
H 0.3749 1.5863 0.5842 0.037
H -1.0877 2.6256 0.9196 0.051
H -3.5018 1.8615 0.7721 0.115
H -4.9348 -0.1768 0.3180 0.096
H -4.1954 -2.1262 -0.5932 0.114
H -1.8099 -2.5368 -0.8133 0.073
H -0.8247 -1.1002 1.1967 0.201
H 4.2056 0.5225 0.5944 0.103
H 4.1998 -0.9009 -0.3806 0.072
H 3.5518 -1.0032 1.3951 0.090
H 3.2529 -0.1121 -1.9386 0.040
H 1.5585 -0.3532 -2.2701 0.118

--- Q ---
25
Properties=species:S:1:pos:R:3:lowdin_charge:R:1 method="wB97M-V/def2-TZVPD" multiplicity=1 e_lumo_ev=0.76 smiles="CO[C@@H](C(=O)NN)c1ccccc1" gap_ha=0.3651
C 2.0861 -0.7337 -1.7004 -0.061
O 0.7958 -0.2567 -2.0809 -0.100
C -0.2410 -0.2947 -1.1692 -0.272
C -0.7064 -1.6505 -0.6614 -0.390
O 0.0225 -2.6278 -0.2935 -0.001
N -2.0089 -1.8443 -0.5350 -0.005
N -2.9538 -0.8463 -0.5492 0.041
C 0.0133 0.4964 0.0728 -0.186
C 0.6973 -0.0523 1.0805 -0.077
C 1.2772 0.6153 2.1319 -0.056
C 0.9080 1.9621 2.2937 -0.066
C 0.1728 2.5737 1.2398 -0.072
C -0.2579 1.8876 0.1067 0.002
H 2.4964 -1.2393 -2.5945 0.098
H 2.0251 -1.4524 -0.8753 0.085
H 2.7425 0.0775 -1.5350 0.072
H -1.1053 0.1555 -1.6900 0.151
H -2.2926 -2.6509 -0.0068 0.152
H -3.3071 -0.5949 0.3671 0.102
H -3.6827 -1.0361 -1.1839 0.075
H 0.8491 -1.1388 1.1032 0.118
H 1.8782 0.1258 2.9052 0.111
H 1.3442 2.5835 3.0407 0.086
H -0.0008 3.6659 1.2361 0.106
H -0.7519 2.2754 -0.7027 0.087

--- R ---
25
Properties=species:S:1:pos:R:3:lowdin_charge:R:1 method="wB97M-V/def2-TZVPD" multiplicity=1 e_lumo_ev=0.85 smiles="CONC(=O)N(C)c1ccccc1" gap_ha=0.3529
C -0.1856 2.8573 -0.1928 -0.130
O 0.3989 1.6934 -0.6435 -0.189
N 1.5473 1.3923 0.0447 0.062
C 1.9416 0.0445 -0.0192 -0.482
O 3.1216 -0.2308 -0.1795 0.047
N 1.0459 -0.9592 0.2057 -0.046
C 1.6965 -2.2837 0.3425 -0.006
C -0.3362 -0.8439 0.2320 -0.198
C -1.0888 -1.3765 -0.8710 0.008
C -2.4455 -1.0950 -0.9329 -0.097
C -3.1189 -0.2427 -0.0750 -0.082
C -2.3834 0.2529 1.0057 -0.092
C -1.0335 -0.0194 1.1965 -0.010
H -0.4540 2.7555 0.8514 0.066
H 0.3721 3.8330 -0.3093 0.095
H -1.1936 2.9751 -0.7900 0.131
H 2.3619 1.9033 -0.3650 0.163
H 1.0965 -2.9283 1.0503 0.115
H 1.7744 -2.7552 -0.6208 0.079
H 2.7211 -2.0474 0.6624 0.086
H -0.7456 -2.0778 -1.5807 0.099
H -3.0170 -1.6034 -1.6693 0.091
H -4.1167 0.1407 -0.2225 0.100
H -2.8690 0.9229 1.7328 0.111
H -0.5246 0.3889 1.9764 0.080

Most stable one: Q, least stable one: P.

--- P ---
17
Properties=species:S:1:pos:R:3:lowdin_charge:R:1 method="wB97M-V/def2-TZVPD" multiplicity=1 e_lumo_ev=0.52 smiles="O=CCCCS.O" gap_ha=0.3545
O -2.7864 0.0282 1.3143 0.061
C -2.3025 -0.0805 0.2294 -0.299
C -0.9135 -0.5797 -0.0828 -0.176
C -0.0403 -0.6002 1.1744 -0.300
C 1.4157 -0.9459 0.9681 -0.545
S 2.4092 -0.2059 2.3679 0.667
H -2.9293 0.1298 -0.7354 0.139
H -1.0753 -1.4980 -0.6642 0.125
H -0.6041 0.1087 -0.8797 0.114
H -0.4779 -1.3358 1.8486 0.116
H -0.1510 0.3801 1.6508 0.101
H 1.5735 -2.0170 0.9308 0.067
H 1.8470 -0.5222 0.0453 0.068
H 2.1899 -1.3307 3.1021 -0.137
O 0.2599 2.7967 -3.4660 -0.079
H 0.6352 3.4950 -4.0349 0.041
H 0.9500 2.1775 -3.7687 0.037

--- Q ---
17
Properties=species:S:1:pos:R:3:lowdin_charge:R:1 method="wB97M-V/def2-TZVPD" multiplicity=1 e_lumo_ev=0.63 smiles="O=CCCCS.O" gap_ha=0.3543
O -0.9507 0.9794 -2.9932 0.062
C -0.1124 0.1690 -2.7105 -0.275
C 0.4367 0.0760 -1.3350 -0.177
C 0.0124 1.2110 -0.3883 -0.246
C 0.4152 0.8731 1.0679 -0.537
S -0.9740 0.7654 2.3074 0.668
H 0.2913 -0.5338 -3.4517 0.118
H 0.1672 -0.8779 -0.8722 0.118
H 1.5311 0.1133 -1.4101 0.126
H -1.0718 1.2522 -0.3207 0.086
H 0.4892 2.1420 -0.6711 0.112
H 0.8740 -0.1087 1.2135 0.045
H 1.1479 1.5598 1.4793 0.060
H -0.8787 2.0529 2.6585 -0.163
O -0.2216 -2.9869 1.7681 -0.038
H -0.8710 -3.1721 1.1129 0.019
H -0.2849 -3.5146 2.5452 0.023

Most stable one: Q, least stable one: P.

--- P ---
25
Properties=species:S:1:pos:R:3:lowdin_charge:R:1 method="wB97M-V/def2-TZVPD" multiplicity=1 e_lumo_ev=-2.86 gap_ha=0.3626 charge=+1
C -0.5000 -1.9946 -0.3430 -0.130
C -0.5421 -1.0118 -1.4911 -0.167
C 0.8506 -0.4708 -1.8768 -0.299
N 0.8870 0.2620 -3.1465 0.001
N -0.1532 -1.3085 0.9671 0.182
H 0.2057 -2.8018 -0.4346 0.126
H -1.4700 -2.4566 -0.2155 0.128
H -1.1172 -0.1498 -1.1609 0.118
H -0.8046 -1.5559 -2.3951 0.129
H 1.2670 0.2270 -1.1398 0.087
H 1.6204 -1.2474 -1.8694 0.120
H 0.8852 -0.3981 -3.9123 0.069
H -0.0292 0.6955 -3.2772 0.073
H 0.1180 -0.3325 0.8362 0.087
H -0.8732 -1.2319 1.6773 0.141
H 0.6689 -1.7601 1.3619 0.161
H 1.2892 1.4277 1.2686 0.027
H 2.6555 0.8372 1.1191 0.072
O 1.7927 0.6294 1.5040 -0.058
H 0.0878 3.7134 2.0709 0.075
H -0.4352 2.6165 3.1092 0.080
O -0.1599 2.7952 2.1983 -0.045
H -2.7717 1.0508 2.0489 0.065
H -1.5271 1.6699 1.4830 0.020
O -1.9446 0.7949 1.6180 -0.064

--- Q ---
25
Properties=species:S:1:pos:R:3:lowdin_charge:R:1 method="wB97M-V/def2-TZVPD" multiplicity=1 e_lumo_ev=-2.95 gap_ha=0.3619 charge=+1
C -1.1138 0.5645 -1.7675 -0.142
C -0.4791 1.8519 -1.0553 -0.187
C 1.0741 1.8487 -1.2066 -0.264
N 1.8077 2.6944 -0.1597 -0.007
N -0.6160 -0.6608 -1.0342 0.127
H -0.8234 0.5047 -2.9512 0.184
H -2.1740 0.5991 -1.8006 0.095
H -0.8135 1.9526 0.0413 0.126
H -1.0441 2.7980 -1.3850 0.134
H 1.5130 0.8149 -1.1831 0.077
H 1.3836 2.3465 -2.1907 0.135
H 1.3655 3.5265 -0.1865 -0.006
H 1.6103 2.2536 0.8512 0.128
H -0.2522 -0.5599 -0.0577 0.150
H -1.3949 -1.4260 -1.1446 0.196
H 0.2177 -1.0766 -1.4404 0.106
H 2.3578 -1.9670 0.3252 0.107
H 2.3912 -1.1515 -1.0144 0.029
O 1.8484 -1.3836 -0.2940 -0.044
H 0.3622 -1.3456 4.0563 0.043
H -0.8401 -0.7326 4.0335 0.014
O -0.4071 -1.3477 3.5047 -0.008
H -2.3617 -3.3035 0.9471 0.068
H -1.6130 -2.2612 1.8515 0.008
O -2.0806 -2.3685 1.0121 -0.068

Most stable one: P, least stable one: Q.

--- P ---
14
Properties=species:S:1:pos:R:3:lowdin_charge:R:1 method="wB97M-V/def2-TZVPD" multiplicity=1 e_lumo_ev="0.09 / -0.11" gap_ha="0.2752 / 0.2907"
C -0.5769 0.0628 -1.1278 -0.134
C 0.8579 0.3017 -1.0595 -0.131
C -0.9380 -0.8067 0.0310 -0.223
C 1.2328 0.1164 0.2409 -0.169
C 0.2049 -0.6277 1.0758 -0.639
N -0.0844 2.2013 0.4675 0.110
O -0.9344 1.9537 -0.2398 -0.021
Cl 0.8108 -2.2164 1.8395 0.515
H -1.2902 0.1039 -1.8955 0.092
H 1.3643 0.8507 -1.8131 0.095
H -1.9807 -0.6629 0.4591 0.126
H -0.9770 -1.9102 -0.3822 0.142
H 2.2827 0.4631 0.5811 0.140
H 0.0282 0.1701 1.8230 0.096

--- Q ---
14
Properties=species:S:1:pos:R:3:lowdin_charge:R:1 method="wB97M-V/def2-TZVPD" multiplicity=1 e_lumo_ev="0.24 / 0.56" gap_ha="0.2994 / 0.3052"
C -0.7540 0.7362 -0.6393 -0.197
C -0.3359 -0.4858 -1.3244 -0.050
C -0.4916 0.4256 0.8278 -0.224
C 0.4378 -1.2754 -0.5013 -0.095
C 0.6930 -0.4837 0.7476 -0.748
N 1.3346 2.0981 -0.4814 0.077
O 0.4269 1.7197 -1.1531 -0.158
Cl 0.6257 -1.6070 2.0951 0.630
H -1.6782 1.2255 -0.6844 0.124
H -0.4691 -0.8710 -2.3523 0.119
H -0.3328 1.3281 1.4523 0.129
H -1.4353 -0.0582 1.1534 0.131
H 0.8984 -2.2091 -0.9200 0.128
H 1.6721 0.1560 0.7688 0.135

Most stable one: P, least stable one: Q.

--- P ---
20
Properties=species:S:1:pos:R:3:lowdin_charge:R:1 method="wB97M-V/def2-TZVPD" multiplicity=1 e_lumo_ev=2.88 gap_ha=0.2271 charge=-1
C 1.2556 0.2968 -2.2729 -0.633
S 1.3602 -1.3593 -1.3730 0.072
H 1.1487 0.0411 -3.3376 -0.017
H 0.3136 0.8025 -2.0962 -0.057
H 2.1811 0.7914 -1.9947 -0.021
H -1.4163 -2.9114 0.5578 0.036
H -2.2702 -1.7614 0.1753 0.017
O -2.3540 -2.6978 0.3940 -0.093
H 0.6716 0.8806 1.4048 0.011
H 0.6815 -0.3365 0.6560 -0.105
O 0.3865 -0.0293 1.5457 -0.138
H -1.6513 1.1743 -1.2950 0.014
H -1.6435 0.6572 -2.6374 0.025
O -2.1269 1.3131 -2.1234 -0.072
H -2.2577 3.8524 0.7111 0.020
H -0.9401 3.3205 0.2842 0.026
O -1.4884 4.1112 0.2219 -0.048
H 1.4189 -1.0778 5.0144 0.016
H 1.7752 -0.6228 3.5441 0.018
O 2.1240 -0.8020 4.4354 -0.074

--- Q ---
20
Properties=species:S:1:pos:R:3:lowdin_charge:R:1 method="wB97M-V/def2-TZVPD" multiplicity=1 e_lumo_ev=3.37 gap_ha=0.2485 charge=-1
C 2.8795 -0.4210 1.3541 -0.589
S 3.1632 1.0056 0.1170 0.048
H 1.7987 -0.3435 1.4734 -0.038
H 3.1306 -1.3606 0.8860 -0.016
H 3.2987 -0.0621 2.2869 -0.026
H 0.9269 0.4886 -2.7288 0.044
H 1.7051 -0.2720 -1.6787 -0.030
O 0.9182 -0.3516 -2.2562 -0.103
H -1.7081 1.2245 1.3417 -0.014
H -1.8074 0.8472 2.7806 0.034
O -2.2175 0.6502 1.9326 -0.070
H 0.5678 2.1278 0.8118 0.022
H 0.1517 1.5908 -0.4992 0.021
O -0.2275 1.7852 0.3696 -0.106
H -2.8557 -1.3457 -1.2281 -0.007
H -3.4374 -2.3963 -2.1761 0.017
O -3.6960 -1.7028 -1.5634 -0.086
H -0.4045 -0.5712 -1.0134 -0.005
H -1.0797 -0.0557 0.1773 -0.017
O -1.1067 -0.8372 -0.3871 -0.078

Most stable one: Q, least stable one: P.

--- P ---
18
Properties=species:S:1:pos:R:3:lowdin_charge:R:1 method="wB97M-V/def2-TZVPD" multiplicity=1 e_lumo_ev="-10.55 / -10.55" gap_ha="0.3583 / 0.3583" charge=+2
C -1.6368 0.1816 0.4358 0.021
C 0.4772 0.9518 -0.5468 0.180
C -1.5845 1.6542 0.2934 -0.021
C -0.0808 -1.7274 -0.1022 -0.159
C 1.4120 -1.5681 -0.5105 -0.108
N -0.3385 1.9001 -0.3693 0.146
N -0.7007 -0.5494 0.0968 0.093
O 3.0832 0.4656 -0.4877 -0.134
O 1.5885 0.4047 1.4736 -0.169
S 1.9938 -0.0044 0.1627 0.777
H -2.4805 -0.1008 0.9945 0.171
H -2.4938 1.8808 -0.3018 0.189
H -1.6783 2.1787 1.2547 0.190
H -0.5983 -2.2486 -0.9350 0.186
H -0.1995 -2.3628 0.7872 0.177
H 1.9936 -2.4783 -0.2721 0.163
H 1.4274 -1.4390 -1.5471 0.107
H -0.1838 2.8612 -0.4261 0.190

--- Q ---
18
Properties=species:S:1:pos:R:3:lowdin_charge:R:1 method="wB97M-V/def2-TZVPD" multiplicity=1 e_lumo_ev=-10.39 smiles="O=S1(=O)CC[N+]2=CC[NH+]=C21" gap_ha=0.3749 charge=+2
O -3.1728 0.4421 0.6441 -0.159
S -1.9952 0.0314 -0.0320 0.776
O -1.6862 0.3320 -1.3628 -0.171
C -1.4054 -1.6279 0.3396 -0.107
C 0.0633 -1.6689 -0.0390 -0.159
N 0.5547 -0.3988 -0.0278 0.013
C 1.6807 0.1136 -0.2788 0.077
C 1.6729 1.5756 -0.1320 -0.029
N 0.3282 1.9021 0.3240 0.141
C -0.4604 0.9498 0.5151 0.072
H -1.9752 -2.2146 -0.2180 0.079
H -1.4824 -1.7809 1.4615 0.174
H 0.8072 -2.1792 0.5541 0.164
H 0.0982 -2.2944 -1.0586 0.227
H 2.6750 -0.3291 -0.6002 0.221
H 2.3329 2.0623 0.5314 0.150
H 2.0472 2.1698 -1.1029 0.241
H -0.0828 2.9149 0.4823 0.290

Most stable one: Q, least stable one: P.